Record 1
An isolated molecule of C3H2O3 at a distorted geometry. Source: OMol25; level of theory: wB97M-V/def2-TZVPD.

Calculated values
molecular weight: 86.0 g/mol
total energy: -340.977956 hartree
HOMO energy (alpha / beta): -9.0 / -9.0 eV
lowest unoccupied orbital energy (alpha / beta): -0.91 / -0.76 eV
energy above the lowest of the compared OMol25 structures with the same formula, charge and spin: 679.6 kJ/mol

Last column: Löwdin charge in e.
CARTESIAN COORDINATES (ANGSTROEM)
O  2.61740  1.41761  0.74200  0.045
C  1.62506  0.74734  0.55806  -0.304
C  0.67271  0.93796  -0.46657  -0.068
C  -0.82645  0.33034  -1.06454  0.122
O  -0.66982  1.29985  -1.99799  -0.020
O  0.52212  1.80701  -1.55999  0.012
H  1.35311  -0.10456  1.20899  0.126
H  -1.63217  -0.34963  -0.94993  0.087

Record 2
A structure of composition C5H12BF3N2 at a distorted geometry. Source: OMol25; level of theory: wB97M-V/def2-TZVPD.

Calculated values
molecular weight: 168.0 g/mol
total energy: -631.649332 hartree
HOMO energy: -8.5 eV
lowest unoccupied orbital energy: 0.54 eV
energy above the lowest of the compared OMol25 structures with the same formula, charge and spin: 249.1 kJ/mol

Last column: Löwdin charge in e.
CARTESIAN COORDINATES (ANGSTROEM)
B  -0.00746  -0.10308  -0.15981  -0.347
C  -0.86533  -1.02610  1.88908  -0.080
C  1.14438  -2.13633  0.94411  -0.049
C  -0.03013  2.12298  0.75507  -0.084
C  -0.67416  1.93057  -1.57940  -0.031
C  0.47537  -0.99935  -2.02670  -0.423
N  0.10490  -1.08609  0.79613  -0.132
N  -0.31479  1.23333  -0.31312  -0.127
F  -0.61042  -0.96247  -2.86590  0.036
F  1.51251  -0.36819  -2.68974  0.034
F  0.83668  -2.31271  -1.90342  0.043
H  -1.71740  -0.41243  1.67726  0.073
H  -1.25326  -2.06102  1.93653  0.099
H  -0.51894  -0.61414  2.88897  0.106
H  2.14738  -1.59100  0.60654  0.138
H  1.28174  -2.23059  2.03676  0.077
H  0.73565  -3.09450  0.47898  0.109
H  0.15711  1.54699  1.56489  0.034
H  0.81809  2.86297  0.46539  0.129
H  -0.94030  2.77884  0.97348  0.112
H  -1.49746  2.58173  -1.19092  0.091
H  0.22078  2.62261  -1.88570  0.126
H  -1.00492  1.31798  -2.39848  0.066

Record 3
An isolated molecule of C26H44BF8NO7. Source: OMol25; level of theory: wB97M-V/def2-TZVPD.

Calculated values
molecular weight: 645.4 g/mol
total energy: -2422.357575 hartree
HOMO energy: -9.7 eV
lowest unoccupied orbital energy: 0.28 eV

Last column: Löwdin charge in e.
CARTESIAN COORDINATES (ANGSTROEM)
C  1.04496  -1.40017  7.84014  -0.122
O  0.05065  -1.98065  7.03385  -0.190
C  0.27579  -1.79096  5.65174  -0.260
C  -0.76937  -2.56829  4.87259  -0.176
C  -0.71498  -2.29822  3.36524  -0.204
C  0.68038  -2.40048  2.73043  -0.197
C  1.44426  -1.07357  2.57901  -0.191
C  2.34703  -0.94079  1.33258  -0.167
C  2.27906  0.38729  0.56297  -0.111
C  1.47546  0.50974  -0.72854  -0.287
O  0.06622  0.35218  -0.55822  -0.035
C  -0.44299  0.14757  -1.89588  -0.362
C  -0.29297  1.44238  -2.73035  -0.069
C  -1.11526  2.67603  -2.25654  -0.133
O  -1.58134  2.65718  -0.89960  -0.131
C  -0.67182  3.19234  0.03036  -0.084
C  -0.80971  4.69596  0.24825  -0.407
F  -0.05523  5.03772  1.31490  0.133
F  -0.30931  5.35583  -0.82976  0.124
C  -2.21658  5.31690  0.48577  -0.379
F  -2.96133  5.16147  -0.62117  0.153
F  -2.03902  6.61888  0.69019  0.176
C  -3.04147  4.75265  1.68105  -0.377
F  -3.96968  5.66065  1.98414  0.166
F  -2.22660  4.60345  2.73589  0.154
C  -3.72988  3.39564  1.34500  -0.290
F  -5.04418  3.48347  1.54786  0.124
F  -3.22473  2.44323  2.16423  0.095
C  -1.93378  -0.23212  -1.95527  0.020
B  -2.85449  -0.17711  -0.67907  -0.642
O  -2.44751  -0.66941  0.52530  0.177
O  -4.18364  0.21945  -0.85275  0.145
C  0.52451  -0.99302  -2.39078  -0.267
C  0.14661  -2.27045  -1.57173  -0.163
N  -0.31865  -3.41822  -2.37772  0.030
C  0.43004  -1.23751  -3.90336  -0.084
C  1.51565  -2.13660  -4.54977  -0.406
C  0.92837  -3.12910  -5.54100  -0.050
O  2.31678  -2.77612  -3.55810  -0.044
C  1.89725  -0.46459  -1.86405  -0.168
C  2.87417  0.20643  -2.85603  -0.095
C  4.14156  -0.60244  -3.02700  -0.253
O  4.87382  -0.83110  -2.09388  0.059
H  0.71898  -1.49152  8.87703  0.087
H  1.19206  -0.33704  7.60317  0.087
H  2.00757  -1.91531  7.71499  0.087
H  0.20279  -0.71631  5.40621  0.132
H  1.29641  -2.11819  5.39907  0.116
H  -0.66272  -3.63738  5.08321  0.120
H  -1.74926  -2.24949  5.24719  0.118
H  -1.39462  -2.98720  2.85623  0.109
H  -1.10321  -1.29256  3.18218  0.096
H  0.59474  -2.85923  1.73886  0.096
H  1.27838  -3.08544  3.34387  0.110
H  2.10101  -0.95392  3.44917  0.102
H  0.73038  -0.24179  2.62029  0.104
H  3.38316  -1.02639  1.67623  0.111
H  2.19949  -1.79343  0.66153  0.093
H  3.29280  0.66972  0.25290  0.121
H  1.94252  1.17129  1.25586  0.118
H  1.67879  1.52959  -1.09063  0.119
H  -0.64816  1.21331  -3.73960  0.119
H  0.75405  1.72862  -2.84132  0.107
H  -0.51257  3.57703  -2.41277  0.123
H  -2.01593  2.80435  -2.86251  0.130
H  -0.78997  2.67653  0.98783  0.151
H  0.36211  3.04598  -0.29466  0.139
H  -3.53307  3.09812  0.31611  0.144
H  -2.43127  0.41895  -2.68442  0.118
H  -2.04461  -1.24254  -2.37199  0.116
H  -2.56309  -0.07218  1.27216  0.103
H  -4.31134  1.14384  -1.08828  0.093
H  -0.58710  -1.99631  -0.80861  0.111
H  1.03467  -2.62065  -1.04167  0.109
H  -1.24591  -3.24371  -2.75324  0.067
H  -0.42737  -4.21587  -1.76044  0.081
H  0.43293  -0.27712  -4.42892  0.107
H  -0.54838  -1.68201  -4.12483  0.111
H  2.20776  -1.49977  -5.11424  0.126
H  0.62363  -2.62993  -6.46435  0.085
H  1.67892  -3.88403  -5.80013  0.086
H  0.06470  -3.63904  -5.10174  0.071
H  1.94558  -3.65738  -3.40783  0.094
H  2.46882  -1.27284  -1.40953  0.118
H  3.19981  1.17385  -2.45054  0.128
H  2.42757  0.41853  -3.83165  0.106
H  4.39091  -0.95664  -4.04111  0.120

Record 4
A structure of composition C34H28Cl3FeN5O2. Source: OMol25; level of theory: wB97M-V/def2-TZVPD.

Calculated values
molecular weight: 700.8 g/mol
total energy: -4381.006956 hartree
HOMO energy: -0.4 eV
lowest unoccupied orbital energy: 4.28 eV
net charge: -2
energy above the lowest of the compared OMol25 structures with the same formula, charge and spin: 156.9 kJ/mol

Last column: Löwdin charge in e.
CARTESIAN COORDINATES (ANGSTROEM)
Fe  0.49267  1.11613  -0.02121  0.508
Cl  3.61564  7.22180  -0.87110  0.588
C  3.33871  5.54817  -0.44824  -0.697
C  2.10464  4.98172  -0.76348  -0.050
C  1.84912  3.65731  -0.44110  -0.179
N  0.70374  2.93460  -0.76981  0.027
C  0.15140  3.14015  -1.97369  -0.453
O  0.01203  4.18660  -2.61144  0.022
C  -0.09367  1.81949  -2.66764  -0.162
C  -0.60839  1.76180  -3.95035  -0.003
C  -0.55982  0.55812  -4.63355  -0.074
C  0.03801  -0.53123  -4.02003  -0.062
C  0.51089  -0.39714  -2.72370  -0.107
N  0.41631  0.74641  -2.04260  0.068
C  2.84214  2.88507  0.22375  -0.187
C  4.06706  3.46783  0.52073  -0.049
C  4.30787  4.79853  0.18348  -0.695
Cl  5.86681  5.48361  0.58029  0.589
N  2.41514  1.61214  0.58456  0.055
C  2.83466  1.10937  1.74980  -0.477
O  3.91719  1.22820  2.33082  0.015
C  1.69131  0.44333  2.48903  -0.187
C  1.90356  -0.32197  3.62302  -0.006
C  0.80692  -0.78756  4.32130  -0.061
C  -0.46413  -0.43803  3.88622  -0.063
C  -0.58879  0.34007  2.74940  -0.118
N  0.46634  0.76603  2.05308  0.080
H  1.34953  5.56639  -1.26430  0.095
H  -1.00393  2.67095  -4.38076  0.111
H  -0.96092  0.47545  -5.63687  0.096
H  0.13333  -1.48483  -4.52148  0.100
H  0.97447  -1.22724  -2.20257  0.100
H  4.82781  2.88915  1.01989  0.093
H  2.92274  -0.53488  3.91202  0.114
H  0.93523  -1.41747  5.19341  0.100
H  -1.35290  -0.77488  4.40296  0.098
H  -1.55506  0.62942  2.35924  0.096
C  -2.18720  -2.13665  1.14451  -0.105
N  -2.71326  -2.18019  -0.20373  -0.256
C  -4.13542  -2.41495  -0.20593  -0.137
C  -2.23875  -1.07214  -1.03872  -0.171
C  -2.55942  0.33720  -0.57014  -0.222
C  -3.89764  0.74513  -0.63935  -0.085
C  -4.30764  1.97719  -0.15968  -0.129
C  -3.35176  2.82082  0.39217  -0.122
C  -2.02027  2.43184  0.40818  -0.137
C  -1.54744  1.19400  -0.08429  -0.142
H  -2.35998  -3.09861  1.63452  0.086
H  -2.66272  -1.34694  1.75046  0.077
H  -1.10930  -1.95766  1.12712  0.067
H  -4.33486  -3.39831  0.23147  0.075
H  -4.51240  -2.41492  -1.23194  0.077
H  -4.71416  -1.67291  0.37028  0.071
H  -2.62921  -1.23798  -2.04940  0.121
H  -1.15685  -1.17792  -1.08542  0.067
H  -4.63130  0.08545  -1.09209  0.088
H  -5.34839  2.27640  -0.22367  0.080
H  -3.63769  3.79309  0.78166  0.084
H  -1.29475  3.13648  0.80502  0.088
Cl  1.06571  -7.81578  0.34454  0.502
C  1.20171  -6.05497  0.30810  -0.728
C  2.31847  -5.42453  0.85181  -0.176
C  2.42905  -4.05403  0.82712  -0.089
C  1.42207  -3.19654  0.25292  -0.348
C  1.55160  -1.81739  0.26246  -0.065
C  0.29916  -3.90707  -0.30143  -0.086
C  0.19953  -5.28087  -0.26708  -0.162
H  3.10623  -6.02188  1.29860  0.083
H  3.30933  -3.58989  1.26014  0.090
H  2.48371  -1.35839  0.56583  0.033
H  0.84498  -1.17708  -0.26240  -0.017
H  -0.51556  -3.34883  -0.74685  0.075
H  -0.67323  -5.76371  -0.69382  0.088